Entry 1:
54
Properties=species:S:1:pos:R:3:forces:R:3 method="wB97M-V/def2-TZVPD" gap_ha="0.266 / 0.193" spin_multiplicity=5 e_above_lowest_kj_mol=41.5 homo_ev="-7.45 / -7.43" total_energy_ha=-4954.1735
Co -0.137 -0.150 0.203 0.206 -0.061 0.034
Cl 5.708 3.483 -1.164 -0.023 -0.041 -0.013
C 4.207 2.964 -0.492 0.022 0.072 0.032
C 3.661 1.789 -0.906 -0.101 -0.090 0.000
C 2.424 1.343 -0.365 0.115 0.205 0.088
N 1.760 0.238 -0.703 -0.031 -0.121 -0.062
C 2.213 -0.581 -1.726 0.141 -0.074 0.069
O 3.365 -0.878 -1.959 -0.087 0.056 -0.052
C 1.079 -1.062 -2.579 0.017 0.040 0.168
C 1.316 -1.644 -3.811 -0.063 -0.030 0.037
C 0.220 -1.938 -4.603 0.005 -0.038 -0.102
C -1.049 -1.655 -4.128 -0.069 0.000 0.112
C -1.186 -1.119 -2.856 0.102 -0.112 0.053
N -0.138 -0.821 -2.093 -0.131 0.282 -0.217
C 1.758 2.168 0.628 0.147 0.074 -0.033
C 2.372 3.381 1.040 -0.129 -0.142 -0.007
C 3.559 3.765 0.494 0.071 0.061 -0.016
Cl 4.273 5.252 0.999 -0.036 -0.051 -0.002
N 0.628 1.637 1.105 -0.057 0.112 0.040
C 0.026 2.129 2.243 -0.017 -0.075 -0.045
O -0.008 3.278 2.632 -0.008 0.014 0.031
C -0.563 1.008 3.058 0.015 0.074 -0.108
C -1.047 1.239 4.333 0.002 -0.059 -0.014
C -1.433 0.142 5.087 0.003 0.037 0.024
C -1.324 -1.123 4.536 -0.005 -0.083 -0.075
C -0.876 -1.254 3.229 -0.004 0.078 0.049
N -0.500 -0.204 2.504 0.046 -0.058 0.029
H 4.181 1.182 -1.629 -0.004 -0.017 -0.009
H 2.332 -1.840 -4.118 0.031 0.013 -0.007
H 0.349 -2.380 -5.583 0.024 -0.002 0.002
H -1.932 -1.859 -4.716 -0.005 -0.017 -0.033
H -2.158 -0.955 -2.415 -0.038 0.047 -0.036
H 1.880 4.006 1.766 -0.001 0.005 -0.001
H -1.089 2.253 4.703 0.002 0.003 0.007
H -1.804 0.269 6.095 0.000 0.020 0.010
H -1.595 -2.007 5.096 -0.013 0.004 0.016
H -0.833 -2.213 2.732 -0.001 -0.020 0.037
Cl -2.093 1.613 -0.331 -0.090 0.035 -0.066
C -3.695 0.833 -0.485 0.107 0.062 0.089
Cl -4.334 0.966 -2.120 -0.013 0.001 -0.017
H -4.355 1.356 0.197 -0.025 -0.053 -0.035
H -3.570 -0.215 -0.234 -0.024 0.010 -0.009
S -1.745 -1.928 0.232 0.007 -0.161 0.022
C -0.655 -3.281 -0.074 -0.087 -0.074 -0.040
C 0.730 -3.180 0.043 0.119 0.111 0.099
C 1.563 -4.257 -0.220 0.044 -0.119 -0.043
C 1.032 -5.479 -0.606 -0.063 0.098 0.022
C -0.349 -5.600 -0.715 0.112 -0.079 -0.014
C -1.175 -4.523 -0.453 -0.203 0.086 -0.033
H 1.197 -2.251 0.360 -0.055 0.031 0.032
H 2.634 -4.133 -0.121 0.014 -0.001 -0.009
H 1.680 -6.318 -0.816 0.011 -0.034 -0.004
H -0.791 -6.543 -1.011 0.012 -0.018 -0.003
H -2.249 -4.629 -0.549 0.006 0.002 0.000

---

Entry 2:
52
Properties=species:S:1:pos:R:3:forces:R:3 method="wB97M-V/def2-TZVPD" gap_ha="0.248 / 0.180" spin_multiplicity=5 e_above_lowest_kj_mol=0.0 homo_ev="-10.39 / -10.41" total_energy_ha=-2296.3384 charge=+1
Rh 0.059 0.349 -1.185 0.387 -0.883 0.331
N 2.324 0.007 -0.894 0.274 -0.001 -0.020
C 2.718 0.205 0.485 -0.427 -0.019 -0.056
C 4.021 0.219 0.875 0.251 0.040 0.171
C 4.372 0.356 2.240 0.031 -0.018 -0.212
C 3.401 0.449 3.188 -0.124 -0.005 0.050
C 2.035 0.446 2.813 0.002 0.045 0.175
C 0.982 0.532 3.758 0.198 -0.013 0.057
C -0.309 0.531 3.339 -0.153 -0.001 -0.227
C -0.569 0.478 1.951 -0.228 -0.020 0.171
N 0.376 0.416 1.051 0.330 -0.118 -0.149
C 1.685 0.358 1.455 -0.014 0.033 -0.160
H 2.299 -0.994 -1.107 -0.122 0.026 0.018
H 3.007 0.421 -1.522 -0.006 -0.047 0.029
H 4.801 0.106 0.131 0.005 -0.026 0.019
H 5.415 0.360 2.523 0.003 0.005 -0.023
H 3.658 0.525 4.237 -0.020 0.000 0.002
H 1.223 0.585 4.813 0.019 0.004 -0.015
H -1.133 0.573 4.036 -0.015 -0.002 -0.025
H -1.585 0.465 1.572 0.018 -0.015 0.025
Cl -3.477 6.422 -1.078 0.005 -0.003 0.002
C -3.066 4.765 -1.135 0.198 0.118 -0.015
C -4.072 3.828 -1.080 -0.064 -0.189 -0.002
C -3.791 2.466 -1.129 0.050 0.189 0.001
I -5.275 1.068 -1.004 -0.058 -0.079 -0.014
C -2.431 2.009 -1.242 0.227 0.268 -0.047
O -2.117 0.813 -1.294 -0.380 -0.008 0.102
C -1.367 3.036 -1.280 -0.225 -0.164 0.003
N -0.104 2.571 -1.363 -0.431 0.307 -0.071
C 0.880 3.447 -1.386 0.263 0.237 -0.001
C 0.671 4.833 -1.344 0.193 -0.300 -0.022
C -0.609 5.309 -1.272 -0.227 0.070 0.006
C -1.675 4.393 -1.232 -0.051 0.151 0.014
H -5.095 4.167 -0.992 -0.007 -0.021 -0.009
H 1.885 3.042 -1.436 -0.022 0.031 -0.026
H 1.517 5.504 -1.373 0.010 -0.018 0.002
H -0.804 6.372 -1.247 -0.021 -0.017 0.011
O 1.487 -3.875 -1.313 -0.117 -0.059 -0.011
C 0.307 -4.546 -1.108 0.243 0.105 -0.050
C 0.276 -5.931 -1.211 -0.072 -0.105 0.017
C -0.893 -6.629 -0.960 0.054 0.003 -0.009
C -2.046 -5.950 -0.593 0.028 0.040 -0.017
C -2.004 -4.572 -0.482 -0.077 0.017 -0.013
C -0.844 -3.847 -0.749 -0.015 -0.063 0.207
C -0.911 -2.361 -0.588 0.003 0.206 -0.355
O -1.687 -1.836 0.190 -0.073 0.015 0.227
O -0.126 -1.683 -1.392 0.144 0.236 -0.134
H 2.149 -4.528 -1.569 0.005 0.043 0.034
H 1.182 -6.464 -1.479 -0.004 -0.003 0.000
H -0.896 -7.708 -1.038 -0.001 0.006 -0.025
H -2.962 -6.489 -0.395 -0.002 0.006 0.009
H -2.883 -4.014 -0.188 0.012 -0.005 0.024

---

Entry 3:
56
Properties=species:S:1:pos:R:3:forces:R:3 method="wB97M-V/def2-TZVPD" gap_ha=0.209 homo_ev=-1.62 total_energy_ha=-2356.9163 charge=-2
Na -2.364 -0.151 -0.480 0.355 -0.795 0.415
O -3.568 3.804 -1.246 0.012 -0.144 -0.009
C -2.857 2.791 -1.344 0.080 -0.103 -0.149
O -3.135 1.581 -1.183 -0.649 1.136 -0.226
C -1.386 3.055 -1.752 0.093 0.127 0.078
C -0.961 4.397 -1.989 -0.082 -0.118 0.024
C 0.330 4.635 -2.331 0.115 0.030 -0.012
C 1.236 3.548 -2.451 0.049 0.153 -0.035
C 2.602 3.696 -2.801 -0.104 0.013 0.017
C 3.416 2.603 -2.901 -0.071 -0.155 0.035
C 2.898 1.305 -2.661 0.128 0.156 -0.034
C 1.586 1.139 -2.323 -0.133 -0.028 -0.001
C 0.726 2.260 -2.202 -0.148 -0.204 0.040
N -0.578 2.036 -1.847 0.230 0.011 -0.044
H -1.700 5.177 -1.873 0.002 -0.010 -0.010
H 0.689 5.645 -2.511 0.002 -0.013 -0.002
H 2.989 4.694 -2.985 -0.006 -0.006 0.005
H 4.461 2.723 -3.161 -0.002 -0.006 -0.003
H 3.547 0.439 -2.734 -0.016 0.039 -0.009
H 1.165 0.158 -2.133 0.025 0.166 -0.048
F -2.894 -1.001 5.875 0.043 -0.176 0.075
C -3.035 0.271 5.473 0.163 0.081 -0.243
F -2.642 1.026 6.546 0.009 0.019 -0.013
F -4.349 0.502 5.344 -0.203 0.053 0.027
C -2.243 0.610 4.238 -0.053 0.013 0.102
C -1.278 1.594 4.338 -0.012 -0.072 0.001
C -0.518 1.949 3.233 -0.023 -0.012 0.107
C -0.791 1.274 2.059 -0.174 -0.199 -0.247
N -1.714 0.326 1.929 -0.040 0.111 0.076
C -2.483 -0.054 2.993 0.214 -0.006 -0.136
S -3.651 -1.293 2.759 0.186 0.267 0.039
H -1.112 2.085 5.286 -0.018 0.014 0.053
H 0.244 2.715 3.279 -0.022 -0.010 0.000
H -0.239 1.519 1.151 -0.061 -0.058 0.035
N -1.779 -3.872 1.441 -0.163 0.012 -0.139
C -1.620 -4.447 0.183 -0.088 0.164 0.436
N -1.603 -5.863 0.223 -0.064 0.006 -0.027
N -1.498 -3.828 -0.905 0.381 -0.144 -0.616
C -1.640 -2.463 -1.087 0.223 0.092 0.479
N -0.551 -1.746 -0.906 -0.214 0.200 -0.283
H -2.427 -4.381 2.027 0.046 -0.014 0.021
H -2.065 -2.891 1.417 0.090 -0.089 0.037
H -1.034 -6.200 0.987 0.049 0.011 0.029
H -1.257 -6.214 -0.657 -0.001 -0.016 -0.034
N 6.160 -2.234 -1.619 0.114 -0.011 -0.021
C 5.017 -2.192 -1.470 -0.609 0.035 0.099
C 3.590 -2.136 -1.289 0.395 0.011 -0.010
C 3.023 -1.458 -0.199 0.017 0.028 0.076
C 1.661 -1.382 -0.039 -0.065 -0.104 -0.046
C 0.771 -1.981 -0.973 0.062 -0.489 0.127
C 1.363 -2.703 -2.048 0.044 0.096 0.051
C 2.729 -2.757 -2.203 -0.098 -0.094 -0.109
H 3.678 -0.980 0.520 -0.008 0.014 0.022
H 1.229 -0.845 0.796 0.004 0.013 0.002
H 0.705 -3.190 -2.755 0.017 0.005 0.001
H 3.157 -3.295 -3.042 -0.022 0.001 -0.003

---

Entry 4:
53
Properties=species:S:1:pos:R:3:forces:R:3 method="wB97M-V/def2-TZVPD" gap_ha="0.247 / 0.227" spin_multiplicity=5 homo_ev="-10.33 / -11.02" total_energy_ha=-2651.6942 charge=+1
Os 0.301 -0.761 -0.710 0.116 0.188 -0.203
O 1.109 3.187 -0.187 0.005 -0.043 -0.025
C 1.064 2.024 -0.525 0.038 0.060 0.000
N 0.204 1.085 -0.056 -0.071 -0.056 0.026
C -0.750 1.431 0.972 -0.042 0.024 0.028
C -1.435 0.177 1.434 0.039 0.030 -0.027
C -2.401 0.208 2.425 -0.024 -0.033 -0.027
C -3.066 -0.953 2.769 0.034 -0.004 -0.023
C -2.751 -2.132 2.106 0.028 -0.004 0.014
C -1.764 -2.106 1.148 -0.064 0.007 0.025
N -1.101 -0.983 0.821 -0.073 -0.091 0.134
C 2.010 1.436 -1.544 0.081 0.115 -0.035
C 2.932 2.232 -2.191 -0.044 -0.046 0.023
C 3.775 1.650 -3.125 -0.015 -0.053 0.004
C 3.664 0.290 -3.377 -0.003 0.057 0.017
C 2.722 -0.446 -2.687 0.038 -0.108 -0.065
N 1.908 0.112 -1.784 -0.127 -0.004 0.088
H -1.508 2.120 0.580 0.021 -0.005 0.029
H -0.265 1.942 1.810 -0.006 -0.023 -0.020
H -2.637 1.149 2.902 0.005 0.017 0.007
H -3.828 -0.939 3.536 -0.014 -0.004 0.004
H -3.262 -3.059 2.327 0.006 -0.004 -0.016
H -1.493 -2.993 0.598 -0.026 0.015 -0.028
H 2.961 3.284 -1.947 -0.003 0.014 0.006
H 4.507 2.247 -3.650 0.007 0.009 -0.007
H 4.299 -0.202 -4.099 0.002 -0.007 -0.004
H 2.606 -1.508 -2.856 -0.006 -0.001 0.020
S -1.306 -0.523 -2.678 0.056 0.007 0.039
C -2.037 -2.105 -2.481 -0.122 0.036 -0.041
C -1.495 -3.289 -2.945 -0.058 -0.042 -0.026
C -2.063 -4.496 -2.554 -0.107 0.139 -0.014
C -1.371 -5.709 -2.857 -0.159 -0.101 -0.002
N -0.745 -6.667 -2.981 0.109 -0.016 -0.009
C -3.207 -4.507 -1.733 0.098 0.178 -0.064
C -3.812 -3.312 -1.359 0.086 -0.102 0.012
C -3.219 -2.106 -1.727 0.123 0.013 0.074
S -3.739 -0.533 -1.215 -0.028 0.038 -0.067
C -3.653 -5.746 -1.170 -0.064 -0.062 0.082
N -3.934 -6.726 -0.639 -0.020 -0.040 -0.022
H -0.604 -3.282 -3.556 0.011 0.002 0.000
H -4.689 -3.329 -0.727 -0.034 -0.006 -0.017
S 1.202 -2.942 -1.093 0.071 -0.068 -0.062
C 0.737 -4.131 0.082 0.031 0.058 0.137
N 0.325 -5.338 -0.364 0.028 0.092 0.024
C -0.061 -6.354 0.430 -0.013 -0.044 0.098
C -0.029 -6.201 1.789 -0.001 -0.001 -0.044
C 0.419 -4.982 2.306 0.013 0.023 -0.031
C 0.796 -3.955 1.465 -0.028 -0.078 0.029
H 0.273 -5.489 -1.370 0.076 -0.036 -0.033
H -0.394 -7.248 -0.078 0.016 -0.003 -0.015
H -0.342 -7.010 2.431 0.005 -0.010 0.002
H 0.471 -4.839 3.377 -0.005 -0.005 0.015
H 1.139 -3.005 1.849 0.014 -0.023 -0.012